No. 1
{"formula": "C22H37B2F2NO5Si", "method": "wB97M-V/def2-TZVPD", "smiles": "CCOB(O)B(N=C=O)C(F)(F)CC[Si](C)(C)c1ccccc1.C1CCOC1.C1CCOC1", "gap_ha": 0.329, "homo_energy_ev": -9.3, "spin_multiplicity": 1, "lumo_energy_ev": -0.29, "total_charge": 0, "symbols": ["C", "C", "O", "B", "O", "B", "N", "C", "O", "C", "F", "F", "C", "C", "Si", "C", "C", "C", "C", "C", "C", "C", "C", "H", "H", "H", "H", "H", "H", "H", "H", "H", "H", "H", "H", "H", "H", "H", "H", "H", "H", "H", "H", "H", "C", "C", "C", "O", "C", "H", "H", "H", "H", "H", "H", "H", "H", "C", "C", "C", "O", "C", "H", "H", "H", "H", "H", "H", "H", "H"], "positions_angstrom": [[1.489, 1.562, 4.287], [1.311, 0.211, 3.571], [0.084, 0.168, 2.804], [0.332, -0.526, 1.633], [0.627, -1.875, 1.638], [0.323, 0.285, 0.130], [-0.613, -0.110, -0.942], [-0.033, -0.575, -1.921], [0.547, -0.715, -2.943], [1.337, 1.518, -0.058], [1.209, 2.094, -1.321], [1.088, 2.550, 0.822], [2.819, 1.140, 0.074], [3.161, -0.264, -0.481], [5.059, -0.439, -0.658], [5.576, -2.075, -1.432], [5.736, -0.341, 1.111], [5.656, 1.060, -1.654], [4.942, 1.399, -2.790], [5.307, 2.503, -3.552], [6.406, 3.226, -3.121], [7.114, 2.913, -1.982], [6.754, 1.806, -1.233], [2.226, 2.221, 3.816], [1.838, 1.361, 5.309], [0.515, 2.062, 4.325], [2.151, 0.067, 2.864], [1.366, -0.629, 4.277], [0.640, -2.184, 0.725], [3.374, 1.945, -0.433], [3.163, 1.182, 1.119], [2.816, -1.037, 0.231], [2.698, -0.489, -1.456], [6.625, -2.012, -1.763], [5.472, -2.897, -0.706], [5.002, -2.354, -2.329], [5.579, 0.657, 1.547], [6.828, -0.502, 1.141], [5.319, -1.129, 1.758], [4.063, 0.851, -3.136], [4.766, 2.779, -4.454], [6.693, 4.094, -3.714], [7.966, 3.510, -1.658], [7.259, 1.500, -0.319], [-4.679, 1.858, -1.941], [-3.913, 0.568, -2.186], [-4.804, -0.459, -1.507], [-6.150, 0.027, -1.614], [-6.120, 1.391, -2.056], [-4.433, 2.655, -2.642], [-4.482, 2.221, -0.929], [-3.859, 0.366, -3.259], [-2.900, 0.578, -1.790], [-4.562, -0.552, -0.442], [-4.733, -1.446, -1.967], [-6.463, 1.416, -3.096], [-6.805, 1.985, -1.450], [-7.080, -1.761, 1.544], [-5.833, -2.350, 2.186], [-6.407, -3.534, 2.950], [-7.549, -3.983, 2.213], [-7.884, -3.008, 1.217], [-6.875, -1.146, 0.667], [-7.618, -1.149, 2.272], [-5.146, -2.701, 1.411], [-5.294, -1.652, 2.826], [-6.744, -3.237, 3.949], [-5.695, -4.354, 3.054], [-7.605, -3.414, 0.239], [-8.960, -2.831, 1.225]], "atomic_forces_ev_per_a": [[-0.1919, -0.4634, 0.1892], [0.6239, 0.2167, -0.0751], [0.7763, -0.3644, -0.1425], [-0.5512, -0.1738, -0.0027], [-0.1512, 0.5366, 0.1256], [-0.8107, 0.3739, 0.6237], [1.5881, -1.3096, -0.2655], [0.4124, 2.3743, -1.7271], [-1.1315, -0.9817, 1.6926], [0.9187, 0.4096, -0.5477], [-0.2157, -0.2412, 0.0989], [-0.3110, -0.2895, 0.0557], [0.1174, -0.1786, 0.0014], [0.2588, -0.0811, -0.0885], [-0.1054, 0.1261, 0.4248], [-0.0225, -0.1052, -0.2256], [0.5926, -0.0380, -0.1397], [-0.3950, -1.3110, 0.8160], [-0.4486, 0.4732, -0.9253], [0.2256, -0.3790, 0.4024], [-0.0007, 1.0863, -0.9380], [0.6923, -0.0953, 0.6356], [-0.5206, -0.1169, -0.2276], [-0.2994, -0.1658, -0.1102], [-0.1510, 0.2182, -0.1720], [0.2752, -0.0204, 0.0756], [-0.1002, -0.0106, 0.3497], [-0.3002, 0.1943, -0.1752], [0.1237, -0.2670, 0.1388], [-0.1682, -0.3041, -0.0235], [-0.4830, 0.0094, -0.1523], [0.1277, 0.1678, -0.2420], [0.0243, 0.2763, 0.2065], [-0.2430, -0.0601, 0.2690], [0.1096, 0.2262, -0.2042], [0.0225, 0.1905, 0.2701], [-0.1642, -0.3509, 0.0053], [-0.3155, 0.0436, -0.1435], [-0.1060, 0.3636, -0.1612], [0.2180, -0.1444, 0.3524], [0.1016, -0.0253, 0.2103], [0.0845, -0.1230, 0.2066], [-0.2088, 0.0045, -0.2305], [0.1324, 0.2901, -0.2137], [0.0288, 0.1092, 0.2141], [0.0673, -0.0647, -0.2506], [-0.1115, -0.0244, 0.2138], [0.2857, 0.1060, -0.0216], [-0.1805, -0.0789, -0.1751], [-0.0230, -0.0211, -0.0066], [-0.0043, 0.0197, -0.0251], [0.0062, -0.0119, 0.0207], [-0.0385, -0.0032, 0.0343], [0.0877, -0.0407, -0.0181], [-0.1129, -0.0027, 0.0174], [-0.0036, 0.0888, 0.0043], [-0.0443, -0.0908, 0.0203], [-0.0904, 0.2289, 0.0550], [0.1351, -0.0786, -0.1220], [-0.1422, -0.0137, 0.1408], [0.0992, 0.1586, -0.0205], [0.0864, -0.1720, -0.1260], [-0.0316, -0.0280, -0.0117], [-0.0018, -0.0055, -0.0220], [0.0083, 0.0029, 0.0281], [-0.0232, -0.0176, 0.0143], [0.0950, 0.0200, 0.0293], [-0.0776, -0.0551, -0.0161], [-0.0427, 0.0797, -0.0451], [-0.0018, -0.0858, 0.0519]], "mulliken_charge": [-1.205, 0.198, -0.559, 0.794, -0.554, -0.296, -0.245, 0.721, -0.487, 0.663, -0.379, -0.341, -0.726, 0.245, 0.074, -1.188, -1.278, 0.474, -0.046, -0.787, -0.327, -0.629, -0.310, 0.276, 0.359, 0.278, -0.191, 0.449, 0.341, 0.411, 0.149, 0.104, 0.016, 0.353, 0.342, 0.353, 0.364, 0.375, 0.389, 0.287, 0.409, 0.339, 0.371, 0.334, -0.623, 0.101, -0.377, -0.429, -0.413, 0.383, 0.252, 0.314, -0.208, 0.146, 0.391, 0.240, 0.297, -0.234, -0.440, -0.466, -0.408, -0.435, 0.053, 0.270, 0.202, 0.378, 0.263, 0.279, 0.250, 0.290]}


No. 2
{"formula": "C2H6O2S2", "method": "wB97M-V/def2-TZVPD", "smiles": "O=CO.CSS", "gap_ha": 0.348, "relative_energy_kcal_mol": 34.4, "homo_energy_ev": -8.9, "spin_multiplicity": 1, "lumo_energy_ev": 0.52, "total_charge": 0, "symbols": ["O", "C", "O", "H", "H", "C", "S", "S", "H", "H", "H", "H"], "positions_angstrom": [[1.609, -2.939, 0.042], [2.508, -2.282, -0.457], [3.737, -3.026, -0.516], [2.533, -1.453, -1.100], [3.642, -4.046, -0.239], [-2.257, 2.897, -0.004], [-1.730, 1.291, -0.522], [-2.081, -0.015, 1.086], [-3.094, 2.804, 0.750], [-2.638, 3.542, -0.823], [-1.384, 3.359, 0.212], [-0.845, -0.132, 1.569]], "atomic_forces_ev_per_a": [[0.1617, 2.9413, -0.6530], [0.6921, -7.8921, 1.5252], [-0.4366, -0.4206, 0.0407], [0.0369, 1.6996, -0.3115], [-0.4636, 3.6862, -0.5933], [-3.3751, -0.2954, -0.3244], [-0.1620, -1.7603, -0.5064], [-0.3216, 0.6158, -0.6635], [1.4014, 0.4216, -0.5143], [-0.1553, -1.0034, -0.0563], [2.3066, 1.8266, 1.9844], [0.3156, 0.1806, 0.0725]], "mulliken_charge": [-0.489, 0.312, -0.506, 0.333, 0.351, -0.748, -0.072, -0.196, 0.279, 0.285, 0.297, 0.154]}


No. 3
{"formula": "C5H14N", "method": "wB97M-V/def2-TZVPD", "gap_ha": 0.166, "relative_energy_kcal_mol": 338.7, "homo_energy_ev": -11.2, "spin_multiplicity": 1, "lumo_energy_ev": -6.66, "total_charge": 1, "symbols": ["C", "C", "C", "C", "C", "N", "H", "H", "H", "H", "H", "H", "H", "H", "H", "H", "H", "H", "H", "H"], "positions_angstrom": [[0.377, -0.340, 2.119], [1.418, -0.178, 0.928], [1.055, -0.294, -0.642], [-0.504, 0.007, -0.379], [-1.815, -0.150, -1.160], [-0.844, 0.384, 1.872], [1.134, 0.054, 2.819], [0.199, -1.399, 2.334], [1.961, 0.791, 1.127], [2.190, -0.883, 1.209], [1.373, 0.664, -1.150], [1.469, -1.127, -1.167], [-0.762, 0.777, 0.444], [-0.339, 1.139, -0.337], [-1.868, 0.885, -1.507], [-2.535, -0.405, -0.347], [-1.756, -0.717, -2.084], [1.523, 1.574, -12.674], [1.274, 0.299, -10.773], [-0.662, 1.355, 2.240]], "atomic_forces_ev_per_a": [[1.7797, -0.5459, -1.6581], [2.4163, 0.6330, 0.5854], [-2.7676, 2.2957, 3.4622], [1.7646, 0.8827, -3.8932], [0.9939, 0.7182, 1.4378], [0.4885, -0.3196, -0.3959], [-1.3117, 0.1743, 0.7800], [-0.2496, 0.2208, -0.1996], [-0.7570, -0.6247, -0.5782], [0.3455, -0.3696, -0.3550], [0.0273, -1.1002, 0.6060], [-0.6857, -0.9623, -0.0698], [-0.8028, -0.0608, 4.2947], [0.5106, 0.3136, -2.0517], [-1.2442, -0.0564, -0.0063], [-0.2245, 0.0161, -1.3907], [-0.0374, -0.8315, 0.5982], [-0.2595, -1.3277, 1.9816], [0.2595, 1.3274, -1.9816], [-0.2458, -0.3831, -1.1656]], "mulliken_charge": [-0.390, -0.766, -0.363, 0.216, -1.057, -0.531, 0.300, 0.359, 0.366, 0.446, 0.281, 0.398, 0.251, 0.116, 0.290, 0.336, 0.366, 0.013, -0.013, 0.382]}